Record 1
CH4N2OS | the ωB97M-V functional and the def2-TZVPD basis

The orbital gap comes out at 9.733 eV. For the energy relative to the best compared isomer or geometry (same formula, charge and spin), the calculation gives 81.5 kJ/mol. As for the SMILES: NC(=O)NS. Its charge is 0. The lowest unoccupied orbital energy is 0.60 eV. Its max |F| is 3.2 eV/Å.

```
9
CH4N2OS | OMol25 | the ωB97M-V functional and the def2-TZVPD basis
C -0.041 0.061 -0.398
S -0.757 0.702 2.165
H 1.050 -0.389 1.314
O -0.573 1.147 -0.690
H 0.634 -1.727 -1.320
H 0.145 -0.563 -2.218
N 0.074 -0.352 0.924
N 0.360 -0.809 -1.311
H -0.893 1.930 1.535
```

Here are the Löwdin charges for atoms 1 to 8, given in e: -0.702, 0.690, 0.086, -0.021, 0.083, 0.088, -0.289, 0.192


Record 2
C4H9NO2 | the ωB97M-V functional and the def2-TZVPD basis

The orbital gap comes out at 10.651 eV. For the energy relative to the best compared isomer or geometry (same formula, charge and spin), the calculation gives 266.5 kJ/mol. As for the SMILES: N[C@@H](CO)CC=O. Its charge is 0. The lowest unoccupied orbital energy is 0.66 eV. Its max |F| is 5.7 eV/Å.

```
16
C4H9NO2 | OMol25 | the ωB97M-V functional and the def2-TZVPD basis
O 2.277 -2.046 1.707
O -1.147 1.440 -1.856
C -0.008 -0.041 -0.350
H 0.794 1.677 -1.180
N -1.396 -0.569 0.039
C 1.037 -0.105 0.834
H -0.550 1.985 0.015
H -1.372 -1.612 0.046
H -1.980 1.136 -1.644
C 1.209 -1.510 1.457
H 0.315 -0.610 -1.227
H 0.652 0.620 1.550
H 2.029 0.381 0.564
C -0.143 1.396 -0.868
H 0.231 -1.759 1.726
H -1.946 -0.382 -0.813
```

Here are the Löwdin charges for atoms 1 to 8, given in e: 0.052, -0.037, -0.358, 0.097, 0.031, -0.108, 0.146, 0.080


Record 3
C4H6O2 | the ωB97M-V functional and the def2-TZVPD basis

The orbital gap comes out at 10.457 eV. For the energy relative to the best compared isomer or geometry (same formula, charge and spin), the calculation gives 74.8 kJ/mol. As for the SMILES: CC(=O)CC=O. Its charge is 0. The lowest unoccupied orbital energy is 0.49 eV. Its max |F| is 0.5 eV/Å.

```
12
C4H6O2 | OMol25 | the ωB97M-V functional and the def2-TZVPD basis
C -0.522 1.509 -0.030
H 0.720 -1.369 1.366
O 0.948 -1.026 -1.842
H -0.046 1.423 -1.014
C -0.605 0.145 0.600
C 0.676 -0.684 0.515
C 0.486 -1.417 -0.798
H -0.204 -2.284 -0.755
H 1.571 -0.060 0.453
H 0.115 2.159 0.581
O -1.621 -0.339 1.046
H -1.518 1.943 -0.122
```

Here are the Löwdin charges for atoms 1 to 8, given in e: -0.007, 0.125, 0.061, 0.089, -0.460, -0.084, -0.256, 0.135